121
Properties=species:S:1:pos:R:3:forces:R:3 method="wB97M-V/def2-TZVPD" charge=+3 max_force_ev_per_a=0.844 spin_multiplicity=5 lumo_energy_ev="-7.04 / -10.15"
Ir -0.358051 -0.921202 0.425780 -0.523 0.053 -0.660
C 2.685802 1.873949 1.224800 -0.015 0.063 0.007
C 2.115620 0.929561 0.393719 -0.033 0.017 -0.202
N 0.832223 0.738452 0.728143 0.312 -0.144 0.665
N 0.573845 1.546927 1.798807 -0.270 -0.087 -0.225
C 1.670701 2.236931 2.102522 0.028 0.061 0.029
B -0.840810 1.449327 2.447712 0.000 -0.231 -0.128
N -0.915798 0.103639 3.209764 -0.237 0.133 -0.235
C -0.866772 -0.199813 4.516102 0.022 0.048 0.074
C -0.935088 -1.572874 4.651296 0.026 0.027 0.043
C -1.015475 -2.050226 3.348293 -0.071 0.026 -0.103
N -1.014825 -1.032324 2.485350 0.044 -0.075 0.668
N -1.853772 1.386373 1.220222 0.147 -0.052 0.009
C -2.815127 2.259228 0.928869 -0.042 0.033 0.006
C -3.386262 1.915742 -0.294445 -0.014 0.086 0.062
C -2.689102 0.802310 -0.706015 0.107 -0.071 0.045
N -1.760812 0.478977 0.214865 -0.167 0.151 -0.037
N -1.201709 2.603100 3.301931 0.246 0.188 0.205
C -2.215335 2.698962 4.213126 0.021 0.037 -0.032
C -2.271613 3.995994 4.638964 -0.055 -0.049 -0.060
C -1.246921 4.644524 3.919217 0.065 0.117 -0.029
N -0.608166 3.820762 3.112580 -0.194 -0.166 0.021
H 3.689453 2.260331 1.200713 0.006 -0.002 0.003
H 2.544779 0.376498 -0.425270 0.035 -0.039 0.031
H 1.652594 2.957372 2.902239 -0.011 0.026 -0.022
H -0.791003 0.575223 5.260825 -0.014 -0.014 0.014
H -0.935303 -2.139097 5.565620 -0.005 -0.005 0.003
H -1.084824 -3.066114 2.993058 0.040 -0.009 0.009
H -3.032401 3.071676 1.604041 -0.035 0.003 -0.013
H -4.200044 2.409385 -0.794731 -0.002 0.001 -0.007
H -2.798853 0.216354 -1.602405 -0.013 0.005 -0.020
H -2.821614 1.847170 4.475456 0.002 -0.008 0.017
H -2.951650 4.420961 5.355807 0.014 0.002 0.024
H -0.952672 5.681355 3.966562 0.003 -0.011 0.007
C -2.284452 -4.342021 -0.035347 0.044 0.037 0.017
Se -2.363971 -2.444286 -0.444343 0.215 0.010 0.357
C -2.121501 -2.607658 -2.369495 -0.002 -0.034 -0.129
C -0.706509 -2.936497 -2.790635 -0.007 0.001 -0.034
Se 0.520422 -1.522177 -2.277533 -0.150 0.071 -0.270
C 0.722607 -0.707129 -4.036033 0.234 -0.129 -0.066
H -3.050750 -4.820340 -0.640816 -0.025 0.010 0.020
H -2.535817 -4.450977 1.016755 0.023 -0.011 0.002
H -1.303504 -4.753338 -0.240794 -0.027 0.004 -0.056
H -2.497558 -1.684563 -2.809516 0.050 0.003 -0.032
H -2.790560 -3.409725 -2.685233 -0.042 0.030 0.044
H -0.614368 -3.060015 -3.869388 -0.060 0.013 -0.004
H -0.327656 -3.826958 -2.299090 0.017 -0.019 -0.032
H 1.380920 -1.327796 -4.640002 -0.026 0.028 -0.063
H 1.148766 0.282257 -3.895007 -0.010 0.003 0.004
H -0.274616 -0.657640 -4.469989 0.018 0.047 -0.042
C 5.575948 -3.035355 0.219373 -0.018 -0.046 -0.054
C 4.738096 -1.799918 0.477335 -0.090 -0.068 -0.072
C 4.472367 -1.564621 1.948282 -0.056 0.026 0.065
C 5.362202 -0.590934 -0.185482 0.023 0.042 -0.048
O 3.411159 -1.955546 -0.249354 0.257 0.194 0.024
P 2.205450 -2.882955 0.030003 -0.456 0.001 0.063
O 1.575678 -3.285980 -1.308917 0.192 0.063 0.213
O 1.139589 -2.120953 0.896068 0.379 -0.319 -0.238
O 2.744134 -4.088457 0.810376 -0.033 -0.273 0.237
C 2.123602 -5.128372 1.704426 0.141 0.122 -0.109
C 2.125276 -4.559409 3.106533 0.035 0.067 0.067
C 0.727803 -5.431674 1.217289 -0.102 0.003 -0.051
C 3.043740 -6.319485 1.567967 0.039 -0.067 0.010
H 6.576753 -2.861343 0.615641 -0.006 -0.007 -0.007
H 5.663449 -3.226800 -0.849994 0.003 0.014 -0.003
H 5.167945 -3.917358 0.703522 -0.029 -0.016 0.028
H 5.428139 -1.474101 2.465459 -0.006 0.037 -0.004
H 3.932010 -2.393246 2.402143 0.012 -0.054 -0.024
H 3.904997 -0.647056 2.108182 0.005 0.006 -0.012
H 6.366732 -0.444362 0.210995 -0.008 -0.007 0.009
H 4.790915 0.314034 0.014538 -0.023 0.024 -0.004
H 5.442082 -0.741064 -1.261869 0.004 -0.004 0.000
H 1.568500 -3.622094 3.157609 -0.030 -0.015 -0.024
H 3.142482 -4.380605 3.454096 0.007 -0.023 -0.008
H 1.662834 -5.279845 3.782161 0.008 0.012 0.014
H 0.089335 -4.551248 1.306274 0.053 0.025 0.058
H 0.301371 -6.224899 1.832348 -0.002 -0.002 -0.019
H 0.738159 -5.770271 0.179840 0.036 -0.011 0.004
H 4.064533 -6.048379 1.833868 0.000 -0.002 0.021
H 3.037492 -6.710333 0.551292 -0.013 0.016 -0.012
H 2.714237 -7.108722 2.244420 0.005 0.000 -0.009
C -1.573956 7.196178 -2.288303 0.033 0.026 0.028
C -2.837499 6.472103 -2.739474 -0.002 -0.025 -0.011
C -2.701215 4.952829 -2.855366 0.008 0.040 0.001
C -1.937111 4.456179 -4.076520 0.138 0.084 -0.043
N -0.490248 4.767685 -4.091441 -0.211 -0.091 0.003
C 0.453097 4.234998 -3.263905 0.080 0.076 -0.039
Se 0.189317 2.981405 -1.970619 -0.014 -0.037 -0.060
N 1.662013 4.759883 -3.620758 0.159 -0.118 0.096
C 2.964977 4.423897 -3.003615 -0.104 0.089 -0.112
C 3.181687 4.969660 -1.597456 -0.012 0.032 0.002
C 3.355938 6.486654 -1.501337 0.010 -0.022 -0.008
C 2.063958 7.288383 -1.606982 -0.040 0.029 0.006
C 1.493506 5.586317 -4.687773 0.115 0.118 -0.048
C 2.413682 6.347427 -5.431682 -0.084 -0.059 0.130
C 1.901086 7.072769 -6.467768 -0.152 0.058 -0.091
C 0.506491 7.074847 -6.776745 0.178 0.057 -0.015
C -0.399073 6.353435 -6.053727 0.023 -0.061 0.155
C 0.117074 5.590343 -4.990338 -0.092 0.122 -0.102
H -1.781003 8.245240 -2.080683 -0.025 -0.005 -0.003
H -0.784460 7.178717 -3.040339 0.006 -0.006 -0.010
H -1.176454 6.755638 -1.370468 -0.002 -0.015 0.000
H -3.186905 6.880535 -3.692690 -0.011 -0.001 0.002
H -3.632865 6.677975 -2.021752 -0.006 0.003 0.000
H -3.696707 4.510705 -2.950237 -0.007 0.011 0.009
H -2.263662 4.539936 -1.943105 0.000 -0.001 -0.003
H -2.346856 4.930507 -4.965901 0.016 -0.066 -0.045
H -2.028098 3.378952 -4.210064 -0.022 -0.023 0.105
H 3.720061 4.837645 -3.669487 -0.002 -0.061 -0.037
H 3.055561 3.339193 -3.040715 -0.016 -0.013 0.102
H 4.093159 4.480813 -1.243439 0.004 0.011 0.005
H 2.376815 4.636233 -0.937201 0.006 -0.001 0.004
H 4.070833 6.819632 -2.260356 0.010 -0.003 0.007
H 3.823736 6.705771 -0.540512 0.003 0.004 0.001
H 1.603760 7.221898 -2.593511 -0.002 -0.004 -0.014
H 2.246668 8.345699 -1.419277 0.025 -0.006 0.010
H 1.332242 6.948710 -0.870366 0.001 -0.016 0.000
H 3.467044 6.374412 -5.195169 0.007 -0.031 -0.004
H 2.565204 7.673171 -7.074042 -0.010 0.008 -0.009
H 0.162743 7.675098 -7.607788 0.012 0.012 -0.002
H -1.453039 6.385255 -6.286386 -0.007 -0.031 -0.008